# 1
34
Properties=species:S:1:pos:R:3:forces:R:3 method="wB97M-V/def2-TZVPD" multiplicity=4 homo_energy_ev="-14.01 / -14.02" charge=+2
C 0.265 1.226 1.128 0.5 0.1 -0.7
I -1.698 -1.084 0.544 -0.4 -1.3 0.1
H 0.180 0.972 0.060 -0.1 0.5 0.4
H 1.299 0.999 1.430 -0.4 0.1 0.4
H 0.054 2.298 1.255 0.1 -0.3 0.1
Nd 0.936 -1.506 -1.563 -1.5 1.5 -1.0
P -1.780 1.475 -1.383 -0.1 0.7 -0.3
C -3.111 1.939 -0.199 0.0 -0.3 0.3
C -1.313 3.178 -1.849 0.3 -0.3 -0.2
H -2.021 0.574 -3.579 -0.2 0.1 -0.1
H -3.361 1.696 -3.204 0.0 -0.2 0.0
H -3.354 0.028 -2.547 0.0 0.1 0.0
C -2.734 0.889 -2.810 0.1 0.0 -0.3
H -0.425 3.125 -2.483 -0.1 0.3 -0.1
H -2.141 3.657 -2.378 0.2 0.1 0.1
H -3.837 2.600 -0.686 0.2 -0.1 0.1
H -2.670 2.461 0.661 -0.1 0.0 -0.2
H -1.069 3.742 -0.942 0.0 0.0 -0.2
H -3.629 1.057 0.186 -0.1 0.2 -0.1
C -0.700 0.394 1.896 0.6 0.1 3.5
O -0.887 0.325 3.079 0.1 0.0 -3.5
Cl 1.550 0.366 -3.147 0.0 -0.9 0.8
C 0.865 -3.181 1.973 -0.7 0.0 0.2
C 2.071 -2.579 1.378 0.2 0.3 -0.5
N 2.172 -1.737 0.312 0.8 -0.6 1.1
C 3.557 -1.472 0.148 -0.7 -0.4 0.6
C 4.232 -2.137 1.113 0.1 -0.3 -0.1
N 3.285 -2.842 1.850 0.2 0.6 -0.4
H 0.747 -4.221 1.625 0.0 0.3 0.2
H 0.961 -3.169 3.074 -0.1 -0.2 -0.5
H -0.043 -2.607 1.707 0.7 -0.6 0.3
H 3.876 -0.804 -0.631 0.4 0.1 0.0
H 5.281 -2.197 1.341 0.0 0.0 0.0
H 3.441 -3.463 2.640 0.2 0.2 -0.2



# 2
19
Properties=species:S:1:pos:R:3:forces:R:3 method="wB97M-V/def2-TZVPD" homo_energy_ev=-7.91 charge=0
C 0.995 -1.621 0.303 2.2 1.1 0.4
C 0.334 -0.471 0.253 -1.3 0.5 -0.8
C 1.326 0.589 0.031 -1.3 -0.8 1.9
C 2.510 -0.047 0.205 -1.8 0.0 -1.2
C 1.138 2.062 -0.042 -0.7 -0.9 0.4
C -3.287 -0.946 -0.593 -2.6 1.1 0.6
C -2.804 0.202 0.319 0.3 0.6 -2.4
O 2.390 -1.401 0.314 -0.3 1.0 -0.2
O 3.654 0.602 0.115 0.0 1.1 1.1
F -3.022 0.078 1.593 -0.6 -1.3 -0.1
H 0.795 -2.622 0.225 -0.9 -2.1 0.2
H 1.751 2.435 -0.784 1.4 1.0 -1.6
H 0.156 2.415 -0.222 -1.3 -0.4 -0.7
H 1.331 2.608 0.834 0.9 0.3 1.6
H -3.574 -1.883 -0.133 0.6 -0.6 0.2
H -4.369 -0.604 -0.861 1.4 0.2 0.6
H -2.889 -1.016 -1.626 0.5 0.2 1.1
H -0.793 -0.469 0.262 1.8 0.5 -0.2
H 4.358 0.087 -0.193 1.6 -1.4 -0.7



# 3
77
Properties=species:S:1:pos:R:3:forces:R:3 method="wB97M-V/def2-TZVPD" homo_energy_ev=-8.82 charge=0
In 0.075 -0.965 1.286 0.8 -0.1 0.7
O -0.489 1.448 0.887 0.1 -0.3 0.0
C -1.143 1.943 2.052 -0.1 0.2 0.4
C -0.275 1.700 3.272 -0.1 0.1 -0.3
N 0.007 0.274 3.452 0.1 -0.3 -0.1
C 1.365 0.076 3.949 0.3 0.1 -0.2
C 2.381 0.344 2.821 0.1 0.2 0.4
O 3.452 0.861 3.089 -0.1 -0.1 0.0
O 2.016 -0.009 1.629 -0.6 -0.2 -0.3
C -1.039 -0.414 4.196 -0.5 -0.3 -0.2
C -2.148 -1.007 3.293 -0.1 0.2 0.4
O -3.266 -1.110 3.754 0.1 -0.1 0.0
O -1.802 -1.425 2.116 0.5 0.2 -0.6
H 0.387 1.857 0.821 0.0 -0.1 -0.1
H -2.092 1.409 2.103 0.0 0.1 0.0
H -1.340 3.014 1.952 0.0 -0.1 -0.1
H -0.761 2.115 4.162 0.1 0.0 0.0
H 0.676 2.220 3.122 0.0 0.0 0.1
H 1.499 -0.967 4.229 0.0 0.1 0.1
H 1.606 0.710 4.806 0.0 0.0 0.0
H -1.529 0.224 4.936 0.1 0.0 0.0
H -0.617 -1.276 4.718 0.1 0.1 0.0
C 2.024 -5.719 2.732 0.0 -0.1 0.3
O 1.864 -4.952 1.537 -0.1 0.1 -0.2
C 1.295 -3.759 1.620 0.2 -0.2 0.1
S 0.780 -3.091 3.055 0.0 -0.1 0.1
S 1.145 -2.965 0.116 -0.3 0.4 -0.1
H 2.649 -6.567 2.470 0.0 0.0 -0.1
H 1.053 -6.060 3.094 0.0 0.0 0.0
H 2.498 -5.119 3.508 0.0 0.0 0.0
C 4.050 5.581 -1.702 0.0 0.0 0.0
C 3.504 4.188 -1.598 0.0 -0.1 0.1
C 2.230 3.877 -2.059 0.0 0.0 0.0
C 1.695 2.607 -1.921 -0.1 -0.1 0.1
C 0.313 2.340 -2.447 0.0 0.0 0.0
C 2.473 1.598 -1.307 0.0 0.4 -0.1
C 1.934 0.268 -1.062 0.2 -0.3 0.0
O 0.738 -0.013 -1.012 0.2 0.0 0.1
C 3.788 1.886 -0.876 -0.1 0.0 0.0
C 4.661 0.869 -0.199 0.0 -0.1 0.0
C 4.264 3.180 -1.016 0.0 0.0 -0.1
H 3.368 6.232 -2.245 0.0 0.0 0.0
H 5.016 5.578 -2.208 0.0 0.0 0.0
H 4.203 6.000 -0.706 0.0 0.0 0.0
H 1.634 4.648 -2.535 0.0 0.0 0.0
H -0.043 3.183 -3.037 0.0 0.0 0.0
H -0.388 2.163 -1.632 0.0 -0.1 0.0
H 0.308 1.450 -3.075 -0.1 0.0 0.0
H 2.673 -0.530 -0.905 -0.1 0.0 0.1
H 4.266 0.628 0.790 0.0 0.0 0.0
H 5.665 1.268 -0.068 0.0 0.0 0.0
H 4.730 -0.057 -0.769 0.1 0.0 0.0
H 5.264 3.406 -0.666 0.0 0.0 0.0
O -3.223 0.264 0.324 -0.2 0.2 0.5
S -2.314 -0.089 -0.782 -1.0 -0.5 -1.2
C -3.322 0.151 -2.279 0.3 0.3 -0.1
C -2.727 0.258 -3.526 0.1 0.0 0.1
C -3.516 0.503 -4.639 0.0 -0.1 -0.1
C -4.890 0.642 -4.500 0.0 0.0 0.0
C -5.476 0.533 -3.246 0.0 0.0 -0.1
C -4.689 0.292 -2.130 0.0 0.0 0.2
C -2.322 -1.886 -0.999 0.2 -0.1 0.1
C -3.115 -2.694 -0.206 -0.1 0.2 0.1
C -3.034 -4.072 -0.350 0.0 0.0 -0.1
C -2.183 -4.624 -1.298 0.0 0.0 0.0
C -1.401 -3.803 -2.098 0.0 0.0 -0.1
C -1.460 -2.429 -1.944 0.0 0.0 0.0
H -1.653 0.163 -3.620 0.0 0.0 -0.1
H -3.060 0.586 -5.616 0.0 0.0 0.0
H -5.500 0.854 -5.368 0.0 0.0 0.0
H -6.548 0.640 -3.142 0.0 0.0 0.0
H -5.114 0.231 -1.137 0.0 0.0 0.0
H -3.762 -2.237 0.530 0.0 0.0 0.1
H -3.635 -4.716 0.276 0.0 0.0 0.0
H -2.113 -5.699 -1.405 0.0 0.0 0.0
H -0.729 -4.232 -2.829 0.0 0.0 0.0
H -0.829 -1.779 -2.539 0.1 0.0 0.0



Number 1: energy -2198.61438 Ha. Number 2: energy -522.28656 Ha. Number 3: energy -3205.00920 Ha.